Density functional theory data (wB97M-V/def2-TZVPD) for a molecular structure, C31H29CoN3O8S in a non-equilibrium geometry.

Geometry as ORCA input:
```
! wB97M-V def2-TZVPD RIJCOSX def2/J DEFGRID3
* xyz 0 2
Co -0.1106 0.1960 0.1299
O 6.4942 -4.5805 0.2387
C 5.2295 -4.5163 0.7033
O 4.7577 -5.4706 1.2544
C 4.4860 -3.2379 0.5127
C 3.1273 -3.2441 0.8232
C 2.3612 -2.1114 0.6751
C 2.9227 -0.9112 0.2268
C 4.2939 -0.9014 -0.0709
C 5.0531 -2.0456 0.0628
N 2.0753 0.1864 0.1344
C 2.4982 1.3888 0.0212
C 1.5602 2.4744 -0.0671
C 1.9680 3.8097 -0.1437
C 1.0243 4.8094 -0.1809
C -0.3223 4.4621 -0.1523
C -0.6544 3.1205 -0.1027
N 0.2526 2.1554 -0.0616
H 6.7366 -3.7735 -0.2241
H 2.6912 -4.1664 1.1748
H 1.3095 -2.1176 0.9298
H 4.7730 0.0021 -0.4235
H 6.1090 -1.9709 -0.1740
H 3.5603 1.6218 0.0398
H 3.0281 4.0282 -0.1788
H 1.3182 5.8492 -0.2325
H -1.0948 5.2168 -0.1767
H -1.6880 2.7979 -0.1052
C -4.4385 -0.0922 0.8055
C -2.9813 0.1814 1.0934
O -2.2519 0.4494 0.1357
C -2.5118 0.1324 2.4693
C -3.4407 0.0444 3.5250
C -3.0513 -0.0057 4.8385
C -1.6838 0.0088 5.1436
C -0.7482 0.0872 4.1469
C -1.1145 0.1688 2.7771
O -0.1523 0.2610 1.9221
H -4.5757 -0.1591 -0.2710
H -5.0569 0.7203 1.1907
H -4.7605 -1.0241 1.2681
H -4.4986 0.0389 3.2992
H -3.7908 -0.0463 5.6270
H -1.3642 -0.0428 6.1773
H 0.3113 0.1039 4.3687
C -0.5112 -8.6547 3.2799
C -0.1993 -7.9217 2.0042
C -1.2045 -7.6194 1.0873
C -0.9087 -6.9684 -0.0981
C 0.4052 -6.6144 -0.3606
C 1.4252 -6.9003 0.5327
C 1.1124 -7.5522 1.7140
S 0.7700 -5.7648 -1.8671
O 0.2429 -6.4908 -2.9869
O 2.1618 -5.4000 -1.8896
N -0.1990 -4.4069 -1.6837
C -0.0328 -3.4750 -2.8061
C -0.9708 -2.2759 -2.6711
C -0.5808 -1.3918 -1.5161
O -0.1090 -0.2312 -1.7219
O -0.7046 -1.7832 -0.3202
H -1.5852 -8.7325 3.4401
H -0.0639 -8.1482 4.1356
H -0.0988 -9.6647 3.2425
H -2.2278 -7.8968 1.3081
H -1.6780 -6.7344 -0.8225
H 2.4463 -6.6265 0.2947
H 1.9012 -7.7762 2.4224
H -0.0057 -3.9489 -0.7927
H -0.2823 -4.0307 -3.7104
H 1.0050 -3.1325 -2.8966
H -1.9850 -2.6385 -2.4984
H -0.9361 -1.6910 -3.5879
*
```

Properties
⟨S²⟩: 0.761
HOMO (spin up / spin down) (eV): -7.599 / -7.504
LUMO level (spin up / spin down) (eV): -1.35 / -1.34

These are the Mulliken partial charges, in e, on atoms 1 to 4: Co 0.91; O -0.50; C 0.60; O -0.53